[1]
Below is C17H34O2 in the gas phase, with properties calculated with ωB97M-V with the def2-TZVPD basis set.

SMILES string: CCCCCCCCCCCCCC(=O)OC(C)C
LUMO energy: 0.964 eV
E_tot: -818.66238 Eh
Highest occupied orbital energy: -10.2 eV
2S+1: 1

Structure (XYZ):
```
53
Properties=species:S:1:pos:R:3:nbo_charge:R:1
C -6.8848 -1.3247 0.8465 -0.600
C -5.6186 -0.4782 0.8874 -0.387
C -4.5528 -1.0021 -0.0721 -0.386
C -3.2808 -0.1584 -0.0370 -0.392
C -2.2240 -0.6834 -1.0067 -0.386
C -0.8984 0.0757 -0.9300 -0.389
C -0.9954 1.5049 -1.4629 -0.405
C 0.3499 2.2433 -1.5067 -0.401
C 0.6048 3.1652 -0.3117 -0.391
C 0.7379 2.4732 1.0458 -0.394
C 1.8749 1.4556 1.1396 -0.406
C 3.2575 2.0684 0.9298 -0.389
C 4.3603 1.0201 1.1078 -0.497
C 4.2317 -0.0394 0.0360 0.809
O 4.3030 0.1701 -1.1475 -0.615
O 4.0205 -1.2416 0.5723 -0.515
C 3.8493 -2.3532 -0.3239 0.088
C 4.1979 -3.6117 0.4566 -0.618
C 2.4173 -2.3756 -0.8482 -0.634
H -7.6300 -0.9348 1.5362 0.207
H -6.6650 -2.3534 1.1242 0.200
H -7.3107 -1.3253 -0.1546 0.200
H -5.2177 -0.4739 1.9037 0.192
H -5.8638 0.5536 0.6250 0.192
H -4.3098 -2.0350 0.1894 0.191
H -4.9542 -1.0058 -1.0884 0.192
H -2.8735 -0.1630 0.9773 0.192
H -3.5340 0.8728 -0.2886 0.194
H -2.0368 -1.7365 -0.7807 0.197
H -2.6121 -0.6310 -2.0267 0.193
H -0.1572 -0.4652 -1.5241 0.199
H -0.5548 0.0805 0.1049 0.193
H -1.4056 1.4541 -2.4746 0.201
H -1.6966 2.0802 -0.8569 0.194
H 0.3749 2.8701 -2.4014 0.208
H 1.1653 1.5252 -1.6027 0.200
H 1.5121 3.7397 -0.5086 0.200
H -0.2190 3.8814 -0.2454 0.199
H -0.2022 1.9727 1.2853 0.199
H 0.8960 3.2443 1.8050 0.201
H 1.8416 0.9913 2.1293 0.202
H 1.7223 0.6650 0.4042 0.199
H 3.4134 2.8814 1.6420 0.204
H 3.3356 2.4740 -0.0793 0.215
H 5.3370 1.4947 0.9976 0.234
H 4.2960 0.5456 2.0868 0.220
H 4.5418 -2.2150 -1.1648 0.198
H 4.1218 -4.4801 -0.1911 0.214
H 5.2114 -3.5460 0.8434 0.217
H 3.5137 -3.7291 1.2929 0.210
H 2.2219 -1.4755 -1.4261 0.227
H 1.7160 -2.4251 -0.0180 0.209
H 2.2719 -3.2399 -1.4899 0.215
```

[2]
Below is a molecular structure, C17H34O2P2Pd, with properties calculated with ωB97M-V with the def2-TZVPD basis set.

LUMO energy (spin up / spin down): -6.268 / -10.429 eV
E_tot: -1628.34052 Eh
<S²>: 6.02
Total charge: +2
Highest occupied orbital energy (spin up / spin down): -12.6 / -15.2 eV
2S+1: 5

Structure (XYZ):
```
56
Properties=species:S:1:pos:R:3:nbo_charge:R:1
P -1.9003 -2.5097 -3.7061 0.899
P -1.0481 0.4246 -4.6158 0.988
C -2.3970 -1.7057 -5.5605 -0.497
C -1.2392 -0.8182 -5.9546 -0.765
H -3.3811 -1.1972 -5.4496 0.229
H -2.5332 -2.5254 -6.2879 0.239
H -0.3103 -1.4178 -5.9808 0.250
H -1.3852 -0.3028 -6.9229 0.256
C -2.1785 1.7483 -5.1523 -0.953
H -1.6409 2.7015 -5.1598 0.249
H -3.0358 1.8132 -4.4773 0.259
H -2.5253 1.5250 -6.1668 0.263
C 0.5176 1.0978 -5.3327 -0.921
H 0.3356 1.2926 -6.4087 0.258
H 1.3655 0.4061 -5.2379 0.263
H 0.7796 2.0463 -4.8463 0.204
C -3.0188 -3.8657 -4.2050 -0.890
H -2.7886 -4.7410 -3.5933 0.252
H -2.9274 -4.1281 -5.2702 0.245
H -4.0373 -3.5536 -3.9594 0.259
C -0.2513 -3.1975 -4.0764 -0.954
H 0.5591 -2.4570 -4.0053 0.240
H -0.2751 -3.7263 -5.0413 0.252
H -0.0780 -3.9362 -3.2794 0.264
Pd -1.8290 -0.5182 -2.9608 0.593
C 2.2582 4.1378 -3.8749 0.096
C 1.2301 3.6674 -3.1629 0.078
C 1.2651 2.4695 -2.2296 -0.500
C 2.4983 1.5428 -1.9856 -0.484
C 3.3102 0.8966 -3.0810 -0.209
C 3.8421 1.2993 -4.2418 -0.171
C 4.0744 2.6875 -4.7113 -0.422
C 3.6823 3.7670 -3.6937 -0.496
C -1.8598 -3.0635 -1.8803 -0.902
H 2.1173 4.8979 -4.6416 0.249
H 0.2674 4.2211 -3.1270 0.253
H 0.3421 1.8501 -2.3068 0.270
H 1.1222 2.9493 -1.2479 0.304
H 3.1330 2.0292 -1.2202 0.242
H 2.0603 0.6737 -1.4401 0.269
H 3.3605 -0.1884 -2.8868 0.227
H 4.0989 0.5080 -4.9618 0.236
H 3.4947 2.8513 -5.6289 0.224
H 5.1207 2.7943 -5.0316 0.276
H 3.9269 3.4194 -2.6928 0.255
H 4.3094 4.6422 -3.8982 0.283
H -0.8423 -3.1151 -1.4697 0.254
H -2.3915 -3.9981 -1.6569 0.263
H -2.3940 -2.2472 -1.3649 0.207
C -1.2754 0.8109 1.2123 -0.747
C -1.0312 0.2751 -0.1892 0.772
O -0.0308 -0.4177 -0.4663 -0.561
O -1.9989 0.5807 -1.0264 -0.525
H -0.3642 1.0530 1.7609 0.257
H -1.7947 0.0475 1.8098 0.273
H -1.9204 1.6940 1.1787 0.249
```

Question: Which of these has the highest E_tot?
Answer: C17H34O2

Please write out number 1 again, unchanged.
Below is C17H34O2 in the gas phase, with properties calculated with ωB97M-V with the def2-TZVPD basis set.

SMILES string: CCCCCCCCCCCCCC(=O)OC(C)C
LUMO energy: 0.964 eV
E_tot: -818.66238 Eh
Highest occupied orbital energy: -10.2 eV
2S+1: 1

Structure (XYZ):
```
53
Properties=species:S:1:pos:R:3:nbo_charge:R:1
C -6.8848 -1.3247 0.8465 -0.600
C -5.6186 -0.4782 0.8874 -0.387
C -4.5528 -1.0021 -0.0721 -0.386
C -3.2808 -0.1584 -0.0370 -0.392
C -2.2240 -0.6834 -1.0067 -0.386
C -0.8984 0.0757 -0.9300 -0.389
C -0.9954 1.5049 -1.4629 -0.405
C 0.3499 2.2433 -1.5067 -0.401
C 0.6048 3.1652 -0.3117 -0.391
C 0.7379 2.4732 1.0458 -0.394
C 1.8749 1.4556 1.1396 -0.406
C 3.2575 2.0684 0.9298 -0.389
C 4.3603 1.0201 1.1078 -0.497
C 4.2317 -0.0394 0.0360 0.809
O 4.3030 0.1701 -1.1475 -0.615
O 4.0205 -1.2416 0.5723 -0.515
C 3.8493 -2.3532 -0.3239 0.088
C 4.1979 -3.6117 0.4566 -0.618
C 2.4173 -2.3756 -0.8482 -0.634
H -7.6300 -0.9348 1.5362 0.207
H -6.6650 -2.3534 1.1242 0.200
H -7.3107 -1.3253 -0.1546 0.200
H -5.2177 -0.4739 1.9037 0.192
H -5.8638 0.5536 0.6250 0.192
H -4.3098 -2.0350 0.1894 0.191
H -4.9542 -1.0058 -1.0884 0.192
H -2.8735 -0.1630 0.9773 0.192
H -3.5340 0.8728 -0.2886 0.194
H -2.0368 -1.7365 -0.7807 0.197
H -2.6121 -0.6310 -2.0267 0.193
H -0.1572 -0.4652 -1.5241 0.199
H -0.5548 0.0805 0.1049 0.193
H -1.4056 1.4541 -2.4746 0.201
H -1.6966 2.0802 -0.8569 0.194
H 0.3749 2.8701 -2.4014 0.208
H 1.1653 1.5252 -1.6027 0.200
H 1.5121 3.7397 -0.5086 0.200
H -0.2190 3.8814 -0.2454 0.199
H -0.2022 1.9727 1.2853 0.199
H 0.8960 3.2443 1.8050 0.201
H 1.8416 0.9913 2.1293 0.202
H 1.7223 0.6650 0.4042 0.199
H 3.4134 2.8814 1.6420 0.204
H 3.3356 2.4740 -0.0793 0.215
H 5.3370 1.4947 0.9976 0.234
H 4.2960 0.5456 2.0868 0.220
H 4.5418 -2.2150 -1.1648 0.198
H 4.1218 -4.4801 -0.1911 0.214
H 5.2114 -3.5460 0.8434 0.217
H 3.5137 -3.7291 1.2929 0.210
H 2.2219 -1.4755 -1.4261 0.227
H 1.7160 -2.4251 -0.0180 0.209
H 2.2719 -3.2399 -1.4899 0.215
```

Question: E_tot of number 1 (C17H34O2)?
Answer: -818.66238 Eh

Question: Which value of E_tot does entry 2 give?
Answer: -1628.34052 Eh